# C4H7N6O2

A 2-piece molecular cluster, C4H7N6O2 overall at a distorted geometry (the ωB97M-V functional and the def2-TZVPD basis, OMol25).

The calculation puts the total energy at -17287.38228 eV. Its gap between HOMO and LUMO is 8.08 eV. The net charge is +1. The calculation puts the energy above the lowest of the compared OMol25 structures with the same formula, charge and spin at 27.01 kcal/mol. The value obtained for the HOMO energy is -11.952 eV.

XYZ file:
```
19
Properties=species:S:1:pos:R:3:forces:R:3
O -0.23036 1.89627 -2.56186 0.627 0.467 -0.016
O -2.22374 -2.38977 1.00199 -0.672 -0.870 1.330
N 2.02869 1.33424 -2.74827 3.689 -0.564 -0.589
N -0.72566 -0.72352 0.95617 -1.914 1.655 2.646
N -0.51614 0.67786 1.35317 -0.490 -1.190 0.322
N 0.99213 -0.67586 -0.42328 0.768 -3.730 -1.004
N -2.19258 -0.79613 2.74555 0.016 -0.525 0.006
N 1.02817 0.68787 -0.40413 1.985 1.636 -2.263
C 0.03644 -1.33766 0.15304 -0.586 -0.600 -0.460
C 0.28975 1.25234 0.55036 0.310 0.086 -0.651
C 0.86541 1.60525 -2.33916 -2.810 -1.134 1.779
C -1.85374 -1.46584 1.66614 1.302 1.142 -2.875
H -1.71274 0.10249 2.86196 -0.519 -0.427 0.446
H 2.77449 1.00779 -2.12938 -0.842 0.259 0.196
H 1.66076 -1.41658 -0.75281 0.252 2.489 -0.184
H 2.40427 1.53250 -3.67439 -0.835 0.277 -0.090
H -0.14950 -2.37769 -0.09997 0.095 -0.039 0.386
H 0.42206 2.31544 0.52821 -0.263 0.552 0.649
H -2.89772 -1.22900 3.31666 -0.114 0.518 0.373
```
Forces are in eV/Å.

Results of the Löwdin charge analysis, in e, for atoms 1 through 6: number 1, O, carries 0.25; number 2, O, carries 0.12; number 3, N, carries 0.23; number 4, N, carries 0.03; number 5, N, carries 0.13; number 6, N, carries 0.04

# C19H16CoI2N2O2

C19H16CoI2N2O2 as an isolated structure at a distorted geometry (the ωB97M-V functional and the def2-TZVPD basis, OMol25).

The calculation puts the total energy at -80863.64138 eV. Its gap between HOMO and LUMO (alpha / beta) is 7.07 / 7.12 eV. The calculation puts the energy above the lowest of the compared OMol25 structures with the same formula, charge and spin at 48.28 kcal/mol. The value obtained for the HOMO energy (alpha / beta) is -7.085 / -7.713 eV. As for the spin multiplicity: 2.

XYZ file:
```
42
Properties=species:S:1:pos:R:3:forces:R:3
I -2.91568 5.25251 2.65034 0.194 -0.292 -0.345
I -2.75498 3.62101 -3.09386 -0.095 0.076 0.329
Co 0.47262 -0.19459 -0.53206 -0.395 0.608 2.843
O 0.06902 2.65131 -3.21626 0.215 0.034 0.076
O 0.82352 1.14241 -1.78386 0.119 -0.963 -0.548
N 1.37312 -1.19999 1.13584 -0.461 0.105 -0.709
N 0.70792 -1.98249 -1.33776 0.616 -0.178 -0.811
C 1.83972 -4.20089 -2.56216 -0.128 0.239 0.202
C -0.15598 2.57041 0.40274 -0.086 -0.180 0.106
C 1.41872 -2.63759 0.87934 0.023 -0.157 -0.033
C -0.84748 3.41011 1.42764 -0.091 0.271 -0.058
C 0.10402 2.15361 -2.10456 -0.499 0.589 -0.301
C -1.32068 0.29441 0.52804 0.974 0.012 -1.136
C 1.93662 -4.02169 -1.18826 -0.082 -0.037 -0.156
C 0.48842 0.77831 2.16694 -0.048 -0.057 -0.225
C -1.85358 3.46731 -1.18716 0.183 -0.276 -0.566
C -1.97058 4.10201 1.13234 0.163 0.148 0.820
C 0.59642 -2.16979 -2.65696 -0.028 -0.139 -0.137
C 1.15952 -3.25169 -3.30896 -0.039 -0.156 0.065
C -0.70448 2.75931 -0.98266 -0.045 0.016 -0.287
C -2.52988 4.12121 -0.15176 -0.377 0.200 -0.100
C -0.78798 -1.31149 2.26984 -0.171 -0.081 -0.237
C 1.37142 -2.89749 -0.60996 -0.091 0.017 -0.011
C -0.21318 1.09591 0.85184 0.480 0.372 -0.035
C -1.65568 -0.82889 1.36574 0.136 -0.427 0.656
C 0.60342 -0.73979 2.30994 -0.252 0.331 0.479
H 1.47402 1.25051 2.21404 0.035 0.017 -0.053
H 1.11282 -1.01329 3.24564 -0.096 0.038 -0.132
H 0.91352 2.83811 0.38644 -0.076 -0.029 -0.004
H 0.03502 -1.42169 -3.20366 0.136 0.100 0.071
H 2.29702 -3.11629 1.32904 -0.133 0.011 -0.056
H 1.06492 -3.34729 -4.37926 -0.042 0.018 -0.062
H 2.44752 -4.74699 -0.57366 0.076 -0.024 0.084
H -2.64438 -1.25339 1.26474 -0.089 -0.108 0.070
H -0.10998 1.16621 2.99584 0.080 0.000 0.167
H -2.07268 0.66041 -0.16066 0.027 0.033 -0.023
H -1.03988 -2.12459 2.92994 -0.121 -0.146 0.068
H 0.52292 -3.08569 1.32084 0.101 0.027 -0.017
H -0.41768 3.43311 2.41484 -0.015 0.048 0.193
H -3.43828 4.66731 -0.34846 -0.041 -0.006 -0.015
H 2.28262 -5.06269 -3.03636 0.065 -0.076 -0.037
H 2.31832 -0.82709 1.19634 -0.121 0.023 -0.134
```
Forces are in eV/Å.

Results of the Löwdin charge analysis, in e, for atoms 1 through 6: number 1, I, carries 0.82; number 2, I, carries 0.94; number 3, Co, carries 0.49; number 4, O, carries -0.03; number 5, O, carries -0.08; number 6, N, carries -0.04

Q: Which of these has the lowest total energy?
A: C19H16CoI2N2O2

Q: Which value of total energy does entry 1 give?
A: -17287.38228 eV

Q: What is the energy above the lowest of the compared OMol25 structures with the same formula, charge and spin in the second record?
A: 48.28 kcal/mol

Q: Among the records above, which one has the highest total energy?
A: C4H7N6O2